Computed, not measured: a gas-phase ion, C6H10O (charge -1), with wB97M-V/def2-TZVPD.

Geometry as XYZ:
```
17
Properties=species:S:1:pos:R:3:lowdin_spin:R:1
C 1.88 1.35 -0.94 0.01
C 0.82 0.99 0.06 0.08
C 0.85 1.61 1.30 0.25
C -1.99 -1.58 0.34 0.06
O -1.92 -2.59 -0.78 0.04
C -0.64 -1.01 0.59 0.25
C -0.08 -0.07 -0.27 0.18
H 1.52 1.20 -1.97 0.00
H 2.82 0.82 -0.85 0.00
H 2.09 2.43 -0.81 0.00
H 1.31 2.58 1.43 0.03
H 0.51 1.04 2.16 0.03
H -2.83 -0.92 0.10 0.01
H -2.31 -2.24 1.15 0.01
H -1.71 -2.08 -1.56 0.00
H -0.09 -1.47 1.40 0.02
H -0.25 -0.07 -1.36 0.02
```

The gap between HOMO and LUMO (alpha / beta) comes out at 0.1742 / 0.2444 Eh. Its total charge is -1. As for the spin multiplicity: 2. The calculation puts the LUMO energy (alpha / beta) at 0.157 / 0.154 hartree. As for the energy relative to the best compared isomer or geometry (same formula, charge and spin): 0.852 eV. The value obtained for the HOMO energy (alpha / beta) is -0.48 / -2.46 eV.


Computed, not measured: C3H7NO3 in the gas phase, with wB97M-V/def2-TZVPD.

Geometry as XYZ:
```
14
Properties=species:S:1:pos:R:3:nbo_charge:R:1
O 0.98 -1.61 0.17 -0.57
C 0.25 -0.92 0.78 0.76
O -0.24 -1.02 2.02 -0.65
C 0.07 0.42 0.08 -0.19
C -0.27 0.10 -1.35 -0.08
O 0.11 1.10 -2.20 -0.73
N -0.73 1.41 0.83 -0.86
H -0.43 -0.09 2.13 0.50
H 1.16 0.93 0.09 0.21
H 0.33 -0.80 -1.66 0.21
H -1.35 -0.35 -1.24 0.15
H -0.16 1.05 -3.13 0.49
H -1.37 1.71 0.14 0.37
H -0.13 2.32 0.95 0.37
```

The gap between HOMO and LUMO comes out at 0.3812 Eh. The calculation puts the LUMO energy at 0.021 hartree. As for the energy relative to the best compared isomer or geometry (same formula, charge and spin): 2.573 eV. The value obtained for the HOMO energy is -9.79 eV.


Computed, not measured: C2H2O4 in the gas phase, with wB97M-V/def2-TZVPD.

Geometry as XYZ:
```
8
Properties=species:S:1:pos:R:3:nbo_charge:R:1
C 0.64 0.36 0.07 0.65
C -0.74 -0.16 -0.33 0.65
H 1.80 1.85 0.78 0.53
H -1.45 -1.94 -0.66 0.50
O 0.81 1.74 0.10 -0.63
O 1.40 -0.68 0.55 -0.53
O -0.55 -1.54 -0.42 -0.64
O -1.91 0.36 -0.09 -0.53
```

The gap between HOMO and LUMO comes out at 0.3586 Eh. The calculation puts the LUMO energy at -0.036 hartree. As for the energy relative to the best compared isomer or geometry (same formula, charge and spin): 3.514 eV. The value obtained for the HOMO energy is -10.75 eV.


Let's list max |F| in order: 0.0391; 0.0806; 0.1764 Eh/bohr.